The molecule C4H8N2S. Source: OMol25; level of theory: ωB97M-V/def2-TZVPD.

Geometry as ORCA input:
```
! RIJCOSX wB97M-V def2-TZVPD def2/J DEFGRID3
* xyz 0 1
C -0.14155 -1.47981 0.97438
C -0.01099 -0.29335 0.02546
N -0.49626 -0.16150 -1.13772
N -1.56832 -0.97005 -1.47116
C 0.83896 0.77555 0.53603
C 1.09508 1.99040 -0.23293
S 2.49760 0.89502 -0.12081
H -0.50050 -1.09631 1.95510
H -0.94078 -2.16926 0.74698
H 0.88612 -1.87757 1.14064
H -2.28600 -0.89300 -0.79911
H -1.97175 -0.66236 -2.34488
H 0.88942 0.87299 1.59847
H 0.58354 2.09984 -1.18827
H 1.12542 2.96942 0.31782
*
```

For the orbital gap, the calculation gives 0.3343 Ha. Its energy above the lowest of the compared OMol25 structures with the same formula, charge and spin is 2.595 eV. The structure (SMILES) is C/C(=N\N)[C@@H]1CS1. The largest force on an atom is 2.063 eV/Å.

These are the Mulliken partial charges, in e, on atoms 1 to 2: C -1.09; C 0.46

=====

A structure of composition BrCrPd. Source: OMol25; level of theory: ωB97M-V/def2-TZVPD.

Geometry as ORCA input:
```
! RIJCOSX wB97M-V def2-TZVPD def2/J DEFGRID3
* xyz 3 7
Pd -0.85650 2.41800 -0.77635
Cr 0.62410 -2.46891 0.39624
Br 0.23241 0.05091 0.38010
*
```

For the orbital gap (alpha / beta), the calculation gives 0.2902 / 0.2030 Ha. Its energy above the lowest of the compared OMol25 structures with the same formula, charge and spin is 0.000 eV. The largest force on an atom is 0.710 eV/Å.

These are the Mulliken partial charges, in e, on atoms 1 to 2: Pd 1.11; Cr 1.45

=====

A structure of composition C7H11NOS. Source: OMol25; level of theory: ωB97M-V/def2-TZVPD.

Geometry as ORCA input:
```
! RIJCOSX wB97M-V def2-TZVPD def2/J DEFGRID3
* xyz 0 3
C 2.29730 1.49266 1.81389
C -2.26726 -0.76965 -2.35121
C 1.08096 1.33105 1.21018
C -1.29852 -0.05646 -1.75362
C 0.72759 0.30943 0.29306
C -1.19062 0.16258 -0.36852
C 1.64094 -0.34240 -0.62498
N -1.54215 -0.28405 2.11258
O -3.57768 -0.15674 0.45724
S -2.34511 0.55953 0.85940
H 2.42272 2.32126 2.57522
H 3.14562 0.74214 1.93979
H -2.31368 -0.87831 -3.52973
H -3.18034 -1.10117 -1.83899
H 0.41410 2.18295 1.34120
H -0.59797 0.48352 -2.32034
H 2.00450 0.27720 -1.46158
H 1.11576 -1.36691 -0.84057
H 2.67465 -0.54351 -0.09335
H -1.74343 0.22382 2.97830
H -1.80246 -1.26170 2.20512
*
```

For the orbital gap (alpha / beta), the calculation gives 0.2964 / 0.2952 Ha. Its energy above the lowest of the compared OMol25 structures with the same formula, charge and spin is 2.687 eV. The largest force on an atom is 4.905 eV/Å.

These are the Mulliken partial charges, in e, on atoms 1 to 2: C -0.88; C -0.64